No. 1
Below is a 7-piece molecular cluster, C27H56F4O14PS overall, with properties calculated with the ωB97M-V functional and the def2-TZVPD basis.

Summary:
Charge: -1
Orbital gap (hartree): 0.2111

Last column: Mulliken charge in e.
Cartesian coordinates (Å):
O (-8.1641, -3.1745, 1.8827)  -0.646
S (-7.0692, -3.5396, 2.7430)  0.926
O (-7.3644, -3.5123, 4.1551)  -0.645
F (-5.9859, -2.3188, 2.5871)  -0.253
P (-6.0887, -5.6273, 2.2201)  -0.172
C (-5.2135, -4.8629, 0.6969)  -1.418
C (-3.8942, -4.1381, 0.9102)  -0.056
C (-2.7764, -4.9651, 1.4957)  0.696
F (-2.9605, -6.3067, 1.4183)  -0.293
F (-1.5727, -4.7119, 0.8858)  -0.271
F (-2.5911, -4.6700, 2.8174)  -0.210
H (-5.0084, -5.2225, 3.1085)  -0.138
H (-6.8365, -6.0573, 3.3798)  0.075
H (-7.2538, -5.8431, 1.3696)  0.022
H (-5.5845, -6.9616, 1.9975)  0.039
H (-5.9194, -4.2108, 0.1981)  0.578
H (-5.0399, -5.7001, 0.0297)  0.467
H (-3.5298, -3.7906, -0.0486)  0.315
H (-4.0015, -3.2588, 1.5283)  -0.021
O (-0.7369, -3.3122, -3.3957)  -0.585
C (0.2782, -3.2237, -2.7683)  0.614
O (0.2168, -3.2620, -1.4259)  -0.339
C (1.3731, -3.3171, -0.5948)  -0.341
C (1.9498, -1.9387, -0.3426)  -0.948
C (1.6160, -3.0131, -3.4432)  -0.718
H (2.1120, -4.0061, -1.0085)  0.345
H (1.0230, -3.7498, 0.3401)  0.327
H (2.2898, -1.4663, -1.2646)  0.207
H (2.7958, -2.0020, 0.3431)  0.364
H (1.1902, -1.2949, 0.0987)  0.312
H (1.7479, -1.9522, -3.6507)  0.202
H (1.6042, -3.5521, -4.3869)  0.279
H (2.4689, -3.3644, -2.8670)  0.282
O (3.3831, 0.2548, -4.6514)  -0.555
C (3.9879, -0.3846, -5.4611)  0.811
O (4.0179, -1.7273, -5.3120)  -0.316
C (4.5690, -2.6086, -6.2866)  -0.489
C (6.0695, -2.7585, -6.1396)  -0.792
C (4.7694, 0.2528, -6.5837)  -1.048
H (4.2845, -2.2959, -7.2924)  0.327
H (4.0780, -3.5625, -6.1006)  0.362
H (6.5873, -1.8147, -6.3086)  0.130
H (6.4470, -3.4893, -6.8567)  0.352
H (6.3136, -3.1003, -5.1340)  0.318
H (5.7426, 0.5557, -6.2096)  0.303
H (4.2329, 1.1397, -6.9085)  0.393
H (4.9161, -0.3894, -7.4484)  0.217
O (7.4588, 1.2858, -7.9172)  -0.516
C (8.0212, 0.5966, -8.7158)  0.812
O (7.9904, -0.7391, -8.5351)  -0.316
C (8.4994, -1.6682, -9.4939)  -0.441
C (9.9877, -1.8954, -9.3343)  -1.024
C (8.8027, 1.1799, -9.8707)  -1.162
H (8.2337, -1.3588, -10.5054)  0.363
H (7.9584, -2.5908, -9.2932)  0.347
H (10.5564, -0.9830, -9.5122)  0.277
H (10.3308, -2.6551, -10.0364)  0.375
H (10.2085, -2.2314, -8.3219)  0.308
H (9.7928, 1.4541, -9.5102)  0.292
H (8.2923, 2.0799, -10.2008)  0.321
H (8.9087, 0.5161, -10.7250)  0.357
O (-3.1745, -1.3158, 3.0811)  -0.522
C (-3.3550, -1.4474, 4.2534)  0.627
O (-3.2116, -0.3453, 5.0358)  -0.317
C (-3.5684, -0.3196, 6.4135)  -0.423
C (-2.4514, -0.8255, 7.3034)  -1.193
C (-3.6649, -2.7756, 4.8985)  -0.191
H (-4.5015, -0.8597, 6.5793)  0.454
H (-3.7664, 0.7306, 6.6285)  0.383
H (-2.2202, -1.8705, 7.0990)  0.272
H (-2.7323, -0.7339, 8.3534)  0.385
H (-1.5452, -0.2446, 7.1325)  0.320
H (-2.7274, -3.3162, 5.0207)  0.270
H (-4.3104, -3.3436, 4.2334)  -0.387
H (-4.1628, -2.6995, 5.8626)  0.335
O (-4.1296, 5.2993, 6.1429)  -0.604
C (-4.3855, 4.7161, 5.1229)  0.693
O (-5.3907, 3.8278, 5.1357)  -0.390
C (-5.8709, 3.1835, 3.9463)  -0.557
C (-5.0579, 1.9590, 3.5921)  -0.618
C (-3.5815, 4.9325, 3.8638)  -0.417
H (-5.9271, 3.8985, 3.1243)  0.386
H (-6.8929, 2.8977, 4.1869)  0.336
H (-4.0221, 2.2078, 3.3652)  0.248
H (-5.4843, 1.4535, 2.7262)  0.441
H (-5.0472, 1.2611, 4.4239)  0.029
H (-2.6919, 4.3061, 3.9088)  0.243
H (-3.2740, 5.9744, 3.8436)  -0.080
H (-4.1180, 4.7142, 2.9442)  0.291
O (-2.0046, 7.6966, 3.1433)  -0.595
C (-1.4076, 8.3640, 3.9361)  0.775
O (-0.0679, 8.2451, 3.9943)  -0.355
C (0.7472, 9.0758, 4.8192)  -0.409
C (0.8465, 8.5501, 6.2361)  -0.955
C (-2.1260, 9.2599, 4.9183)  -1.015
H (0.3998, 10.1095, 4.7857)  0.356
H (1.7261, 9.0555, 4.3447)  0.312
H (-0.1236, 8.5407, 6.7320)  0.280
H (1.5258, 9.1696, 6.8223)  0.348
H (1.2232, 7.5283, 6.2299)  0.299
H (-2.4569, 8.6471, 5.7562)  0.258
H (-3.0013, 9.6687, 4.4220)  0.326
H (-1.5303, 10.0880, 5.2951)  0.353

Atomic forces in eV per Å
-0.2 0.4 -0.5
-0.7 -0.1 0.5
0.1 0.2 0.6
0.2 0.4 -0.2
0.8 -1.6 -0.6
0.1 -0.3 0.5
0.0 -0.1 -0.3
0.2 0.1 0.5
0.2 0.5 0.0
-0.5 -0.2 0.3
0.3 -0.4 -0.5
-0.1 0.2 0.0
-0.1 0.2 0.0
0.0 0.2 0.0
0.0 0.1 0.1
-0.2 0.3 -0.1
-0.1 -0.3 -0.2
0.2 0.1 -0.3
0.0 0.2 0.3
-0.3 0.0 -0.2
0.4 0.1 0.0
-0.2 -0.1 0.0
0.1 0.1 0.1
0.0 0.0 -0.1
0.1 -0.3 0.1
0.0 0.0 0.0
-0.1 0.0 0.0
0.0 0.0 0.0
0.0 0.0 0.0
0.0 0.0 0.1
0.0 0.0 0.0
-0.1 0.1 -0.1
0.0 0.1 0.0
-0.2 0.2 0.2
0.3 0.0 -0.2
-0.1 -0.2 0.1
0.1 -0.1 -0.1
0.0 0.1 0.1
-0.4 -0.1 -0.2
0.0 0.0 0.0
0.0 0.0 0.0
0.0 0.0 -0.1
0.0 0.0 0.0
0.0 0.0 0.0
0.1 0.0 0.0
0.0 0.1 0.1
0.1 0.0 0.1
-0.1 0.3 0.2
0.2 0.0 -0.2
-0.1 -0.1 0.0
0.1 -0.1 -0.1
0.0 0.1 0.1
-0.2 -0.1 -0.2
0.0 0.0 0.0
0.0 0.0 0.0
0.0 0.0 -0.1
0.0 0.0 0.0
0.0 0.0 0.0
0.0 0.0 0.0
0.0 0.1 0.1
0.1 0.0 0.1
0.2 0.1 -0.4
-0.1 -0.3 0.3
0.0 0.2 0.0
0.0 0.0 0.1
0.1 -0.1 0.0
-0.3 0.1 0.1
0.0 0.0 0.0
0.0 0.0 0.0
0.0 0.0 0.0
0.0 0.0 0.0
0.0 0.0 0.0
0.0 0.0 0.0
0.1 0.0 -0.1
0.1 0.0 0.0
0.1 0.2 0.3
0.1 -0.1 -0.2
-0.2 0.1 0.1
0.0 -0.2 -0.2
0.0 0.1 0.0
-0.2 0.2 0.0
0.0 0.0 0.0
0.0 0.0 0.1
0.0 0.0 0.0
0.0 0.0 0.0
0.0 -0.1 0.0
0.0 0.0 0.0
0.1 -0.1 0.0
0.1 -0.1 0.0
-0.1 -0.1 -0.3
-0.1 0.1 0.4
0.1 0.0 -0.2
0.1 0.1 0.2
-0.1 0.0 0.0
0.1 0.3 -0.1
0.0 0.0 0.0
0.0 0.0 0.0
0.0 0.0 0.0
0.0 0.0 0.0
0.0 0.0 0.0
0.0 0.0 0.0
-0.1 -0.1 0.0
0.0 -0.1 0.1

=====

No. 2
Below is a 5-piece molecular cluster, C27H56N2O9S5 overall, with properties calculated with the ωB97M-V functional and the def2-TZVPD basis.

Summary:
Orbital gap (hartree): 0.3216

Last column: Mulliken charge in e.
Cartesian coordinates (Å):
C (-4.7046, -3.2279, 1.8480)  -0.497
O (-5.7317, -4.2344, 1.7074)  -0.406
C (-5.2594, -5.3628, 0.9065)  -0.622
C (-4.6621, -4.9087, -0.5113)  0.191
C (-4.6267, -6.0595, -1.6298)  -0.811
C (-3.4682, -5.8177, -2.7190)  -0.654
C (-3.4316, -4.3424, -3.3578)  -0.396
C (-1.8950, -3.8705, -3.4162)  -0.790
C (-1.1874, -3.6895, -1.9881)  -0.703
C (-1.1834, -2.1484, -1.4552)  0.157
C (-0.0624, -2.0895, -0.2959)  -0.826
C (-0.3307, -0.9840, 0.8336)  -0.394
C (-0.6286, 0.5015, 0.2482)  -0.324
C (-2.0549, 0.9517, 0.8181)  -0.064
O (-2.7406, 2.0960, 0.2507)  -0.467
C (-3.9887, 2.1228, 0.9986)  0.516
O (-5.0844, 2.5091, 0.5393)  -0.539
O (-3.6520, 1.6731, 2.3172)  -0.425
C (-2.2884, 1.1101, 2.3902)  0.512
C (-1.4742, 2.2234, 3.2134)  -1.014
C (-0.9684, 1.6996, 4.6740)  -0.546
S (-0.6402, 3.2402, 5.6673)  -0.198
C (0.5680, 2.9113, 7.0134)  0.461
N (1.8251, 2.2161, 6.9096)  -0.329
N (2.3322, 2.2984, 8.1845)  -0.217
C (1.4357, 3.0093, 9.0386)  -0.068
O (0.2634, 3.4197, 8.3043)  -0.235
H (-5.0853, -2.4951, 2.6620)  0.252
H (-4.5692, -2.5706, 0.9028)  0.170
H (-3.7003, -3.6308, 2.2424)  0.268
H (-4.4648, -5.9928, 1.4369)  0.309
H (-6.1733, -6.0389, 0.7096)  0.314
H (-3.6020, -4.4927, -0.4154)  -0.104
H (-5.3291, -4.0646, -0.9235)  0.272
H (-4.4207, -7.1035, -1.1652)  0.298
H (-5.6337, -6.1869, -2.1908)  0.302
H (-2.4735, -6.1041, -2.2285)  0.298
H (-3.6754, -6.5616, -3.5837)  0.356
H (-4.0420, -3.5567, -2.7966)  0.230
H (-3.8477, -4.3919, -4.4381)  0.355
H (-1.7985, -2.9298, -4.0757)  0.179
H (-1.3221, -4.7059, -3.9834)  0.308
H (-0.0655, -3.9677, -2.0884)  0.424
H (-1.5908, -4.4046, -1.1710)  0.378
H (-2.2451, -1.8857, -1.0794)  -0.025
H (-0.9684, -1.4205, -2.3272)  0.200
H (0.9794, -2.0260, -0.7785)  0.209
H (-0.0979, -3.1156, 0.2348)  0.326
H (-1.1663, -1.2672, 1.5794)  0.157
H (0.6394, -0.9025, 1.4567)  0.250
H (0.1774, 1.2164, 0.6464)  0.342
H (-0.5467, 0.5012, -0.8927)  0.284
H (-2.7422, 0.0791, 0.4755)  0.035
H (-2.1595, 0.1020, 2.9093)  0.391
H (-2.1258, 3.1642, 3.3924)  0.479
H (-0.5676, 2.6104, 2.6040)  0.282
H (-1.8216, 1.1215, 5.1798)  0.361
H (-0.0294, 1.0400, 4.5498)  0.407
H (1.6732, 3.2154, 10.1351)  0.435
C (1.5431, -2.2792, -6.4768)  -1.065
S (1.5828, -1.1328, -5.0812)  0.585
O (0.8118, -1.7613, -3.9625)  -0.611
C (0.5217, 0.1167, -5.8347)  -1.021
H (2.1196, -3.1670, -6.2120)  0.328
H (0.5124, -2.5679, -6.6932)  0.321
H (1.9919, -1.8046, -7.3510)  0.388
H (-0.4452, -0.3208, -6.0913)  0.409
H (1.0042, 0.5129, -6.7298)  0.397
H (0.3744, 0.9242, -5.1176)  0.270
C (4.1056, 5.6514, 9.1697)  -0.926
S (4.3902, 4.3439, 10.3822)  0.527
O (3.7694, 4.7828, 11.6696)  -0.639
C (6.1714, 4.6041, 10.5221)  -0.973
H (3.0366, 5.6985, 8.9564)  0.268
H (4.4376, 6.6108, 9.5714)  0.393
H (4.6472, 5.4207, 8.2508)  0.347
H (6.3744, 5.6288, 10.8392)  0.309
H (6.6451, 4.4079, 9.5584)  0.355
H (6.5646, 3.9099, 11.2660)  0.315
C (6.5548, 1.3917, -3.4060)  -0.946
S (5.9326, 0.8451, -5.0108)  0.444
O (4.4464, 0.9916, -4.9887)  -0.531
C (6.3078, -0.9047, -4.7700)  -0.912
H (6.3871, 2.4661, -3.3179)  0.311
H (6.0230, 0.8752, -2.6045)  0.293
H (7.6247, 1.1867, -3.3404)  0.375
H (5.7915, -1.2778, -3.8834)  0.275
H (7.3861, -1.0347, -4.6598)  0.394
H (5.9654, -1.4553, -5.6473)  0.285
C (0.2540, 5.1815, -4.3287)  -0.877
S (-0.5707, 4.4698, -5.7686)  0.420
O (-0.4829, 2.9831, -5.6456)  -0.538
C (0.6726, 4.9878, -6.9711)  -0.919
H (-0.3348, 4.9450, -3.4411)  0.285
H (1.2542, 4.7562, -4.2239)  0.273
H (0.3162, 6.2652, -4.4426)  0.370
H (1.6466, 4.5748, -6.7014)  0.274
H (0.7210, 6.0780, -6.9987)  0.379
H (0.3800, 4.6143, -7.9534)  0.313

Atomic forces in eV per Å
-0.2 1.4 0.9
1.8 -0.5 -0.8
-0.2 -0.4 -1.2
-0.5 0.1 -0.5
0.1 -0.7 -0.2
-1.0 -0.3 -0.1
0.8 -0.1 -0.3
0.0 -0.6 -0.5
0.8 0.8 -0.3
-0.2 -0.8 -0.1
-1.0 -0.4 0.2
1.0 0.6 0.1
0.3 0.6 0.9
-0.2 -2.1 -0.6
-1.8 -0.3 1.4
-0.4 0.8 -1.1
5.0 -1.8 2.6
-1.3 -0.4 -1.8
0.6 1.4 -0.8
0.9 0.7 0.2
-0.1 -0.9 -0.9
0.9 -0.3 0.9
2.1 -1.7 -0.3
-5.0 3.4 2.2
-3.3 2.4 2.9
2.1 -2.1 -3.7
3.7 -2.2 -1.1
0.5 -1.3 -1.3
0.0 -1.3 1.3
-1.4 0.3 -0.8
-1.0 0.9 -0.4
1.4 1.2 0.5
-1.4 -0.5 0.0
1.0 -1.1 0.7
-0.3 1.7 -0.5
1.5 0.5 1.1
-1.3 0.6 -0.8
0.6 1.1 1.4
0.7 -1.2 -0.6
0.7 0.2 1.8
0.0 -1.3 1.3
-0.9 1.3 0.9
-1.8 0.4 0.0
0.4 1.3 -1.4
1.6 -0.4 -0.2
-0.1 -1.4 1.4
-1.6 0.2 0.7
0.1 1.5 -0.7
1.2 0.1 -1.4
-1.6 -0.2 -0.8
-1.1 -0.9 -0.7
-0.5 0.1 1.6
1.1 1.0 0.9
-1.0 1.4 -0.6
0.8 -1.7 -0.5
-1.4 -0.8 1.1
1.4 0.8 -0.7
-1.5 1.1 0.4
-0.9 0.0 -1.8
-0.1 -0.2 0.0
0.0 0.1 -0.1
0.0 0.0 -0.2
0.0 -0.1 0.1
0.0 0.1 0.1
0.0 0.0 0.1
0.0 0.0 0.1
0.1 -0.1 0.1
0.0 0.0 0.1
0.1 -0.1 -0.1
0.0 0.1 0.0
0.1 0.1 0.1
0.1 0.0 -0.4
0.1 0.1 0.0
0.1 -0.1 0.1
0.0 -0.1 0.1
0.0 -0.1 0.1
-0.1 0.0 0.0
-0.1 0.0 0.0
-0.1 0.0 -0.1
0.0 0.0 0.1
-0.3 0.0 0.0
0.5 0.0 0.1
0.0 -0.1 0.1
0.0 -0.1 -0.1
0.0 0.0 -0.1
0.0 0.0 -0.1
0.0 0.1 0.0
0.0 0.1 0.0
0.0 0.2 0.0
0.1 0.0 0.1
0.0 -0.1 0.0
0.1 0.5 0.0
0.1 0.0 0.0
0.0 0.0 -0.2
-0.1 0.0 -0.1
-0.1 0.0 0.0
-0.1 0.0 0.1
-0.1 -0.1 0.0
-0.1 0.0 0.1